Record 1
Molecular formula: C37H46BiF3N4O2P2S4
Method: DFT, ωB97M-V/def2-TZVPD

Geometry as XYZ:
```
99
Properties=species:S:1:pos:R:3:forces:R:3
Bi -0.011 -0.191 0.363 -0.210 0.087 -0.136
O 1.417 1.526 1.230 0.001 -0.344 -0.099
S 2.863 2.014 1.167 -0.120 0.154 0.685
C 2.820 3.713 0.511 -0.166 -0.074 -0.718
C 1.739 4.625 1.121 0.092 -0.729 -0.754
C 0.315 4.207 0.685 0.089 1.088 -0.131
C 0.117 4.410 -0.819 -0.460 0.512 -0.565
S -0.658 2.988 -1.579 -0.386 -0.996 0.071
O 0.199 1.762 -1.208 -0.163 0.714 -0.427
C -0.354 3.341 -3.307 -0.278 0.030 0.866
C -1.381 3.880 -4.069 -0.099 -0.277 0.073
C -1.113 4.179 -5.398 0.435 0.350 0.324
C 0.187 4.027 -5.866 -0.088 -0.649 -0.325
C 1.193 3.447 -5.077 -0.405 0.309 -0.628
C 0.920 3.091 -3.779 -0.097 0.477 0.190
C 3.235 2.377 2.896 -0.235 -0.055 -1.067
C 2.266 2.411 3.873 -0.340 -0.139 0.156
C 2.701 2.633 5.181 -0.862 0.088 0.401
C 4.030 2.840 5.491 0.331 -0.141 -0.819
C 4.976 2.797 4.451 0.189 0.541 1.581
C 4.567 2.590 3.159 0.526 -0.440 0.356
H 2.602 3.572 -0.570 0.278 -0.063 0.543
H 3.875 4.071 0.566 -0.782 -0.135 0.235
H 1.967 5.642 0.803 -0.132 0.110 0.025
H 1.788 4.591 2.188 0.154 0.100 0.818
H -0.416 4.841 1.191 0.149 0.037 0.120
H 0.102 3.194 0.995 0.091 -0.189 -0.059
H 1.010 4.657 -1.396 0.152 -0.158 0.202
H -0.605 5.220 -1.067 0.378 -0.349 0.293
H -2.367 4.049 -3.640 0.142 -0.080 -0.060
H -1.882 4.590 -6.037 -0.001 -0.018 -0.007
H 0.373 4.271 -6.907 0.209 0.030 0.170
H 2.166 3.274 -5.496 0.306 0.047 -0.122
H 1.658 2.726 -3.081 0.189 -0.320 -0.193
H 1.206 2.250 3.632 0.547 0.039 0.134
H 1.963 2.656 5.984 0.132 -0.007 -0.221
H 4.329 3.016 6.516 0.050 -0.025 -0.073
H 6.022 2.954 4.730 -0.309 -0.129 -0.429
H 5.313 2.469 2.403 0.297 0.109 -0.560
C -3.107 -5.256 -1.616 0.097 0.111 -0.890
P -1.364 -4.661 -1.633 -0.052 0.475 0.003
C -0.450 -6.016 -2.427 0.090 -0.276 0.596
C -1.356 -3.545 -3.121 -0.755 0.223 -0.062
C -2.312 -2.321 -3.114 -0.425 -0.435 -0.523
P -1.618 -0.708 -2.605 0.107 -0.148 0.679
C -3.056 0.398 -2.884 0.295 -0.611 0.263
C -0.557 -0.415 -4.048 0.440 0.330 -0.018
H -3.488 -5.587 -2.611 0.265 0.234 0.636
H -3.695 -4.408 -1.261 -0.265 -0.161 0.021
H -3.205 -6.076 -0.910 -0.036 -0.056 0.115
H -0.849 -6.304 -3.392 -0.145 -0.165 -0.133
H -0.417 -6.867 -1.735 -0.033 0.036 -0.307
H 0.570 -5.672 -2.551 0.285 -0.003 -0.108
H -1.658 -4.157 -3.976 0.160 -0.060 -0.011
H -0.320 -3.256 -3.282 0.146 0.091 -0.065
H -3.215 -2.545 -2.533 0.148 0.099 0.076
H -2.690 -2.148 -4.153 0.269 -0.153 0.654
H -3.679 0.036 -3.699 -0.042 0.154 -0.119
H -2.695 1.395 -3.064 0.063 0.456 -0.269
H -3.622 0.422 -1.962 -0.355 -0.003 0.154
H -1.034 -0.824 -4.938 0.068 -0.008 -0.094
H 0.395 -0.936 -3.862 -0.207 0.283 -0.294
H -0.374 0.660 -4.210 0.066 -0.455 0.175
C -3.467 2.519 2.795 0.597 -1.257 0.397
N -3.553 1.097 2.378 0.342 1.202 0.075
C -4.601 0.538 1.662 0.430 -0.210 0.573
C -4.279 -0.750 1.486 -0.853 -1.300 -0.490
N -3.036 -0.965 2.060 -0.327 -0.162 -0.400
C -2.576 0.186 2.597 -0.203 0.300 -0.123
S -1.056 0.392 3.288 0.324 0.301 0.044
C -2.413 -2.235 2.182 0.678 -0.665 -0.287
C -3.031 -3.213 2.956 0.065 0.545 -0.502
C -2.373 -4.434 3.087 -0.374 0.501 0.129
C -1.169 -4.597 2.431 0.366 -1.404 0.482
C -0.657 -3.595 1.636 0.118 0.626 -0.311
N -1.252 -2.408 1.510 -0.881 0.300 0.508
H -2.829 2.545 3.681 -0.145 0.070 -0.111
H -4.453 2.848 3.052 -0.518 0.276 0.039
H -3.016 3.133 2.033 0.013 0.115 -0.375
H -5.506 1.063 1.447 -0.150 0.224 -0.142
H -4.860 -1.585 1.066 0.475 0.682 0.205
H -4.004 -2.975 3.391 0.416 -0.259 0.084
H -2.808 -5.205 3.716 0.185 0.009 -0.183
H -0.628 -5.549 2.563 -0.235 0.652 -0.293
H 0.251 -3.702 1.051 -0.049 -0.240 0.174
F 3.386 -4.399 -0.766 0.002 0.278 0.265
C 4.195 -3.428 -0.286 0.679 -0.355 -0.980
F 4.530 -2.657 -1.342 -0.092 -0.045 0.267
F 5.310 -4.019 0.149 0.049 -0.047 0.000
C 3.550 -2.650 0.798 -1.425 0.606 0.148
C 3.975 -2.736 2.107 0.567 -0.361 -0.555
C 3.258 -2.164 3.139 0.192 -0.020 -0.160
C 2.101 -1.505 2.827 -0.721 0.435 0.167
N 1.689 -1.371 1.558 0.296 -0.098 -0.171
C 2.377 -1.903 0.531 0.270 -0.263 0.313
S 1.647 -1.594 -1.042 0.025 0.154 0.365
H 4.898 -3.274 2.289 -0.100 -0.027 0.185
H 3.624 -2.260 4.137 -0.066 0.067 0.534
H 1.440 -1.069 3.579 0.262 -0.092 -0.198
```
Forces are in eV/Å.

Computed properties:
ΔE to the lowest compared entry with this formula, charge and spin	0.00	kJ/mol
total charge	+2
multiplicity	1
calculated total energy	-4596.25092	a.u.
lowest unoccupied orbital energy	-4.9	eV
strongest force on any atom	0.03270	Eh/bohr
frontier orbital gap	7.4713	eV

---

Record 2
Molecular formula: C33H74N12O7P3S2
Method: DFT, ωB97M-V/def2-TZVPD

Geometry as XYZ:
```
131
Properties=species:S:1:pos:R:3:forces:R:3
C -5.387 2.410 -1.870 -0.300 -0.360 0.155
C -5.756 1.105 -2.041 0.259 0.098 -0.605
C -5.217 -0.110 -1.291 -2.474 1.842 1.134
C -6.317 -0.426 -0.244 0.176 -0.912 0.120
C -7.749 -0.464 -0.823 -0.027 0.093 0.723
C -8.619 0.676 -0.265 -0.265 -0.308 -0.276
C -9.797 1.056 -1.193 -0.102 0.172 0.664
O -10.070 0.073 -2.184 0.141 0.289 -0.108
N -3.907 0.348 -0.678 1.068 -1.437 0.724
C -3.860 0.498 0.803 0.004 0.971 0.440
C -4.350 1.858 1.276 -0.383 0.190 0.198
O -5.142 1.957 2.172 0.082 -0.104 -0.053
C -2.985 -0.634 -0.985 -1.676 0.405 0.500
N -1.693 -0.483 -1.035 0.275 -0.594 0.459
C -0.805 -1.632 -1.357 0.603 0.141 0.515
C -0.247 -1.615 -2.776 0.096 -0.471 -0.193
O 0.889 -2.451 -2.817 0.058 0.093 0.144
P -0.905 1.079 -0.748 -0.413 2.140 -1.421
S -1.524 2.529 -1.852 -0.103 -0.272 0.093
N -3.649 -1.827 -1.309 1.254 -0.830 -1.858
N -3.971 -2.621 -0.160 0.151 0.318 0.664
C -3.413 -3.709 -0.069 0.038 0.043 -0.840
S -2.730 -5.096 -0.122 -0.133 0.034 0.433
C -4.790 -1.328 -2.175 0.532 -0.739 0.525
C -5.718 -2.540 -2.313 -0.361 0.469 -0.333
C -6.822 -2.387 -3.354 -0.161 -0.154 -0.503
O -6.968 -1.384 -3.998 -0.049 0.145 0.404
N -7.664 -3.518 -3.571 0.385 0.112 0.318
C -8.719 -3.656 -2.553 -0.443 -0.300 -0.773
C -6.924 -4.754 -3.798 -0.013 0.116 0.197
C -4.071 -1.100 -3.545 0.600 0.683 -0.156
C -3.747 0.332 -4.026 -0.530 -0.743 -0.859
O -4.875 0.862 -4.708 -0.065 0.326 0.336
C -2.547 0.338 -4.972 0.369 1.012 0.765
N -2.485 1.644 -5.661 0.216 -0.192 0.145
H -5.609 2.992 -0.978 1.730 -0.463 0.771
H -4.918 2.939 -2.696 -1.801 0.636 -0.647
H -6.482 0.884 -2.816 1.389 -0.397 -1.260
H -6.135 -1.375 0.268 0.214 0.015 0.007
H -6.304 0.326 0.540 0.114 0.153 -0.084
H -8.205 -1.379 -0.446 -0.023 -0.139 -0.255
H -7.807 -0.514 -1.903 0.165 0.107 -0.045
H -9.031 0.322 0.681 0.066 0.110 0.114
H -8.030 1.562 -0.028 0.070 0.040 -0.154
H -10.689 1.157 -0.573 -0.085 -0.019 -0.068
H -9.623 2.049 -1.610 0.070 -0.124 -0.347
H -9.874 0.464 -3.040 -0.059 -0.185 -0.059
H -4.388 -0.288 1.339 -0.207 -0.039 -0.211
H -2.833 0.438 1.170 0.116 -0.022 -0.249
H -3.936 2.758 0.793 0.187 -0.141 -0.196
H -1.281 -2.573 -1.105 -0.289 0.057 -0.155
H 0.055 -1.559 -0.687 0.026 0.087 0.017
H 0.093 -0.621 -3.066 -0.024 0.061 0.059
H -0.977 -1.952 -3.515 -0.193 0.166 0.075
H 0.635 -3.360 -2.622 0.015 -0.002 -0.127
H 0.436 0.834 -1.064 -0.027 -0.784 0.616
H -1.085 1.415 0.598 0.344 -0.815 0.218
H -6.188 -2.849 -1.379 0.082 0.033 0.093
H -5.079 -3.360 -2.647 -0.015 -0.110 0.102
H -8.554 -4.563 -1.965 0.107 0.207 0.346
H -8.828 -2.767 -1.940 0.149 -0.013 0.097
H -9.672 -3.791 -3.066 -0.066 -0.005 0.059
H -7.577 -5.490 -4.260 -0.053 0.005 -0.030
H -6.531 -5.183 -2.864 0.036 -0.102 -0.037
H -6.096 -4.562 -4.480 0.005 -0.070 -0.073
H -4.588 -1.578 -4.372 -0.372 0.009 0.158
H -3.117 -1.630 -3.491 -0.040 -0.100 0.197
H -3.515 0.980 -3.183 -0.086 0.195 -0.044
H -4.806 0.647 -5.645 0.051 0.082 0.013
H -2.573 -0.479 -5.695 -0.037 -0.059 -0.007
H -1.656 0.271 -4.337 0.012 -0.595 -0.067
H -2.859 2.355 -5.039 -0.218 -0.025 -0.084
H -1.505 1.893 -5.743 -0.030 0.000 -0.357
O 3.750 2.165 0.962 1.971 -1.938 0.802
P 3.695 2.414 2.445 -3.310 3.746 0.413
N 2.075 1.904 2.802 -0.201 0.128 0.546
C 0.963 2.687 2.324 -0.088 0.162 -0.294
C 1.881 0.494 2.528 0.186 -0.098 0.016
N 3.925 4.099 2.441 0.209 0.095 -0.724
C 3.073 5.046 3.125 0.218 -0.002 0.599
C 4.517 4.693 1.247 -0.223 -0.051 -0.255
N 4.210 2.356 4.112 1.077 -2.086 -0.813
C 5.581 1.818 4.252 0.195 0.349 -0.028
C 3.373 1.854 5.197 -0.274 -0.281 -0.012
H 0.022 2.232 2.655 0.074 -0.160 -0.018
H 0.949 2.767 1.222 -0.069 0.097 0.017
H 0.950 3.688 2.751 0.163 0.019 -0.135
H 2.686 -0.099 2.971 0.020 -0.003 -0.086
H 1.867 0.278 1.447 0.027 -0.026 0.015
H 0.943 0.147 2.975 -0.009 0.074 0.035
H 2.227 5.356 2.498 0.018 0.034 0.011
H 3.638 5.946 3.383 0.025 -0.006 -0.037
H 2.689 4.646 4.065 -0.004 -0.137 -0.052
H 3.780 4.844 0.447 0.052 0.038 -0.038
H 5.315 4.068 0.857 -0.063 -0.059 -0.029
H 4.955 5.659 1.502 -0.095 0.011 0.126
H 5.625 0.741 4.081 0.055 0.005 0.046
H 5.973 2.035 5.247 -0.081 0.089 0.017
H 6.243 2.298 3.526 -0.044 -0.009 -0.025
H 3.169 0.779 5.139 -0.011 0.000 0.080
H 2.429 2.389 5.244 -0.019 -0.043 -0.138
H 3.898 2.045 6.135 0.165 -0.015 -0.097
O 6.796 -0.663 2.596 -0.748 -2.485 -1.071
P 8.113 -1.095 2.014 3.090 3.567 0.743
N 9.140 -1.158 3.388 0.437 0.048 -0.203
C 9.573 0.072 4.027 -0.083 0.278 -0.075
C 8.671 -2.124 4.371 -0.153 -0.213 -0.119
N 8.434 0.204 0.968 -0.624 0.259 0.083
C 9.695 0.907 0.892 0.355 -0.325 -0.365
C 7.316 1.078 0.640 -0.188 0.138 0.341
N 9.095 -2.169 1.050 -1.852 -1.438 0.508
C 8.281 -3.079 0.226 -0.107 0.329 -0.282
C 10.256 -2.880 1.576 0.096 -0.105 0.307
H 10.235 -0.170 4.860 -0.107 -0.103 0.056
H 8.739 0.677 4.412 0.012 -0.006 0.033
H 10.166 0.682 3.349 -0.130 -0.011 -0.014
H 8.439 -3.078 3.887 -0.047 0.043 0.015
H 7.767 -1.783 4.890 0.013 -0.014 0.010
H 9.451 -2.319 5.109 0.051 0.057 -0.035
H 9.744 1.730 1.616 0.012 0.016 -0.048
H 9.828 1.337 -0.104 -0.057 -0.005 -0.009
H 10.544 0.242 1.056 -0.077 -0.081 0.102
H 7.131 1.811 1.438 -0.083 0.082 -0.129
H 6.406 0.507 0.491 -0.039 0.036 0.101
H 7.513 1.616 -0.290 0.222 -0.021 0.036
H 7.810 -3.867 0.824 0.051 -0.081 -0.056
H 8.892 -3.548 -0.545 0.064 0.043 0.022
H 7.491 -2.516 -0.279 0.007 0.014 0.042
H 10.008 -3.643 2.322 0.067 -0.025 -0.016
H 10.976 -2.191 2.006 -0.114 0.047 0.096
H 10.749 -3.378 0.738 -0.161 -0.008 -0.078
```
Forces are in eV/Å.

Computed properties:
total charge	+1
multiplicity	1
calculated total energy	-4305.44132	a.u.
lowest unoccupied orbital energy	-4.3	eV
strongest force on any atom	0.09755	Eh/bohr
frontier orbital gap	5.5017	eV

---

Record 3
Molecular formula: C5H8N2O
Method: DFT, ωB97M-V/def2-TZVPD

Geometry as XYZ:
```
16
Properties=species:S:1:pos:R:3:forces:R:3
C -2.246 -0.920 0.458 1.029 -2.607 0.756
C -0.297 1.868 -0.321 3.431 1.017 1.440
C 0.597 -0.551 -0.112 0.903 1.411 -0.785
C 1.986 -0.258 0.235 2.252 2.327 0.587
C 3.188 -0.001 0.291 0.222 -0.330 -0.202
H -2.030 -0.748 1.653 -0.501 -0.367 -3.151
H -3.343 -0.957 0.227 1.142 0.523 0.209
H -1.813 -2.093 0.089 -1.029 3.688 1.286
H -0.607 2.565 0.710 0.450 -1.758 -3.668
H -0.889 1.953 -1.370 1.414 0.326 2.757
H 1.012 2.078 -0.452 -4.252 -0.526 0.192
H 1.622 -1.978 -0.733 -3.617 0.170 -0.020
H 4.345 0.150 0.267 -3.086 -0.389 0.202
N -0.455 0.434 0.112 6.590 1.359 1.676
N 0.529 -1.675 -0.717 1.895 -0.878 -0.170
O -1.599 0.133 -0.339 -6.843 -3.964 -1.111
```
Forces are in eV/Å.

Computed properties:
ΔE to the lowest compared entry with this formula, charge and spin	814.74	kJ/mol
multiplicity	1
calculated total energy	-379.77786	a.u.
lowest unoccupied orbital energy	0.9	eV
SMILES	[H]/N=C(\C#C)N(C)OC
strongest force on any atom	0.15531	Eh/bohr
frontier orbital gap	9.5545	eV

---

Record 4
Molecular formula: C3H6O3
Method: DFT, ωB97M-V/def2-TZVPD

Geometry as XYZ:
```
12
Properties=species:S:1:pos:R:3:forces:R:3
O -1.510 -0.418 -0.906 0.002 -0.010 0.329
C -0.181 -0.038 -1.025 0.187 0.031 -0.163
C 0.347 0.937 -0.013 0.170 0.194 -0.164
O -0.529 1.152 1.052 0.093 0.123 0.023
C 0.860 -0.490 -0.016 0.219 0.113 -0.112
O 0.500 -1.163 1.156 -0.134 -0.417 0.037
H -1.875 0.179 -0.228 -0.074 -0.164 -0.098
H 0.162 0.048 -2.055 -0.060 -0.061 0.204
H 0.943 1.803 -0.283 0.010 -0.183 -0.022
H -0.288 0.428 1.663 -0.292 0.239 0.209
H 1.864 -0.738 -0.352 -0.202 0.130 -0.020
H -0.287 -1.705 1.011 0.080 0.004 -0.224
```
Forces are in eV/Å.

Computed properties:
ΔE to the lowest compared entry with this formula, charge and spin	220.42	kJ/mol
multiplicity	1
calculated total energy	-343.57060	a.u.
lowest unoccupied orbital energy	0.7	eV
SMILES	O[C@H]1[C@@H](O)[C@H]1O
strongest force on any atom	0.00855	Eh/bohr
frontier orbital gap	10.4259	eV